Computed, not measured: a single C7H9N molecule, with ωB97M-V/def2-TZVPD.

Positions of all 17 atoms, in Å:
1 C 0.1049 -1.3980 -0.1218
2 C -0.8371 -2.3178 -0.6662
3 N -1.8538 -2.0720 -1.4102
4 C 0.0455 -0.0148 -0.2356
5 C 1.1440 0.7413 -0.2175
6 C 1.9188 1.6513 0.4913
7 C 1.6710 1.9154 1.7809
8 C -1.2690 0.6778 -0.5710
9 H 0.9450 -1.8214 0.4131
10 H -0.5586 -3.3612 -0.4462
11 H -2.3138 -2.9506 -1.6308
12 H 2.6855 2.2668 0.0249
13 H 2.1857 2.7742 2.2123
14 H 0.8810 1.4342 2.3462
15 H -1.4144 0.6675 -1.6455
16 H -1.2529 1.6967 -0.1927
17 H -2.0820 0.1105 -0.1313

Its HOMO energy is -6.901 eV. For the orbital gap, the calculation gives 5.2435 eV. The LUMO energy comes out at -1.6574 eV. The multiplicity is 1. Its total charge is 0.



Computed, not measured: a molecular structure, C40H56FLiN5O8S2Si, with ωB97M-V/def2-TZVPD.

Positions of all 114 atoms, in Å:
1 Li 0.3731 0.6967 -0.0748
2 C -4.3703 6.9947 -0.6461
3 C -3.9109 6.0264 0.4347
4 N -3.1525 4.9025 -0.0927
5 C -1.8282 4.7709 0.2285
6 C -1.0367 3.7187 -0.0713
7 C 0.2934 3.6315 0.6839
8 O 0.7652 4.7061 1.0857
9 O 0.6906 2.4628 0.9066
10 C -1.5768 2.6518 -0.8794
11 O -1.0439 1.5836 -1.1445
12 C -2.9618 2.8783 -1.3415
13 C -3.5517 1.9260 -2.1657
14 C -4.9052 1.8857 -2.3140
15 F -5.4251 0.9507 -3.1582
16 C -5.7551 2.6908 -1.5349
17 C -5.1559 3.7794 -0.9126
18 C -3.7603 3.8951 -0.8174
19 N -7.1119 2.3590 -1.2228
20 C -7.4997 0.9621 -1.4690
21 C -6.6354 -0.0142 -0.6807
22 N -6.5734 0.3237 0.7809
23 C -6.5115 1.7899 1.0933
24 C -7.4279 2.6033 0.1961
25 H -4.9293 7.8188 -0.1998
26 H -5.0093 6.5058 -1.3813
27 H -3.5082 7.4067 -1.1707
28 H -4.7580 5.6539 1.0199
29 H -3.2558 6.5394 1.1369
30 H -1.4003 5.5644 0.8302
31 H -2.9231 1.1703 -2.6204
32 H -5.7765 4.4798 -0.3767
33 H -7.4464 0.7180 -2.5228
34 H -8.5467 0.8721 -1.1704
35 H -5.5985 -0.0042 -1.0064
36 H -7.0000 -1.0371 -0.7627
37 H -5.5874 -0.0387 1.0793
38 H -7.3330 -0.1175 1.2880
39 H -5.4693 2.0699 0.9418
40 H -6.7301 1.9089 2.1533
41 H -7.3456 3.6553 0.4546
42 H -8.4761 2.3352 0.3416
43 C -3.1560 5.1825 4.7370
44 C -3.1093 3.8265 4.0837
45 C -4.1453 2.9097 4.2610
46 C -4.1089 1.6702 3.6408
47 C -3.0359 1.3455 2.8212
48 C -1.9800 2.2267 2.6596
49 C -2.0241 3.4612 3.2934
50 S -3.0880 -0.1998 1.9547
51 O -3.5956 -1.1991 2.8847
52 O -4.1148 0.0321 0.8822
53 N -1.6665 -0.3156 1.4013
54 C -1.1682 -1.4640 0.8297
55 C -1.8991 -2.6437 0.6367
56 C -1.2504 -3.7213 0.0615
57 C 0.0876 -3.6067 -0.3276
58 C 0.7119 -2.3822 -0.1378
59 N 0.1026 -1.3451 0.4232
60 H -3.8210 5.1852 5.6014
61 H -3.5192 5.9403 4.0373
62 H -2.1641 5.4932 5.0645
63 H -4.9763 3.1626 4.9124
64 H -4.8877 0.9356 3.8154
65 H -1.1194 1.9405 2.0673
66 H -1.1848 4.1385 3.1689
67 H -2.9295 -2.7125 0.9549
68 H -1.7873 -4.6511 -0.0900
69 H 0.6210 -4.4278 -0.7860
70 H 1.7319 -2.2108 -0.4615
71 C 2.4990 0.5996 2.9208
72 C 3.3596 -0.1418 1.9050
73 C 3.3105 -1.6452 2.1760
74 C 4.8019 0.3541 1.9736
75 O 2.7814 0.1205 0.6305
76 Si 3.3809 0.0675 -0.9123
77 S 1.8400 0.3054 -2.2130
78 O 4.6753 1.1091 -1.0613
79 C 4.6856 2.5156 -1.3128
80 C 3.5532 3.2234 -0.5796
81 C 4.5745 2.7461 -2.8180
82 C 6.0366 3.0110 -0.8050
83 O 4.1667 -1.4125 -0.9234
84 C 5.1085 -1.9331 -1.8483
85 C 6.5112 -1.5752 -1.3591
86 C 4.9143 -3.4471 -1.8359
87 C 4.8878 -1.3964 -3.2609
88 H 2.8825 0.4431 3.9334
89 H 1.4716 0.2340 2.8687
90 H 2.4761 1.6650 2.6917
91 H 3.7239 -1.8676 3.1638
92 H 3.8816 -2.1820 1.4179
93 H 2.2758 -1.9898 2.1465
94 H 5.2119 0.1580 2.9682
95 H 4.8436 1.4273 1.7836
96 H 5.4217 -0.1481 1.2297
97 H 2.5858 2.8701 -0.9361
98 H 3.6104 4.3026 -0.7397
99 H 3.5942 3.0352 0.4941
100 H 3.6339 2.3320 -3.1824
101 H 5.4016 2.2504 -3.3336
102 H 4.6121 3.8148 -3.0457
103 H 6.1217 2.8356 0.2688
104 H 6.1517 4.0809 -0.9952
105 H 6.8449 2.4745 -1.3074
106 H 6.6689 -1.9818 -0.3572
107 H 6.6131 -0.4907 -1.3133
108 H 7.2751 -1.9828 -2.0272
109 H 5.0308 -3.8268 -0.8189
110 H 5.6416 -3.9428 -2.4840
111 H 3.9085 -3.6911 -2.1827
112 H 5.0434 -0.3173 -3.2895
113 H 3.8663 -1.5929 -3.5867
114 H 5.5901 -1.8709 -3.9522

Its HOMO energy is -4.014 eV. For the orbital gap, the calculation gives 5.2140 eV. The LUMO energy comes out at 1.1996 eV. The multiplicity is 1. Its total charge is -1.